Density functional theory data (wB97M-V/def2-TZVPD) for a 11-piece molecular cluster, C38H76O23 overall at a distorted geometry.

* structure (SMILES): COC(=O)OC.COC(=O)OC.COC(=O)OC.COC(=O)OC.COC(=O)OC.COC(=O)OC.C1CCOC1.C1CCOC1.C1CCOC1.C1CCOC1.C1CCOC1
* charge: 0
* HOMO: -9.472 eV
* energy above the lowest of the compared OMol25 structures with the same formula, charge and spin: 0.0 kJ/mol
* molar mass: 901.003 g mol⁻¹
* HOMO-LUMO gap: 9.8 eV

Geometry (Å):
C1 -2.204 -1.067 3.946
O1 -1.306 -2.213 4.124
C2 -0.112 -2.010 4.692
O2 0.268 -0.935 5.208
O3 0.616 -3.064 4.583
C3 1.934 -3.022 5.143
H1 -1.755 -0.391 3.218
H2 -2.445 -0.621 4.910
H3 -3.174 -1.316 3.514
H4 2.026 -2.719 6.186
H5 2.439 -2.222 4.603
H6 2.503 -3.941 4.999
C4 6.195 -0.235 -4.831
O4 4.767 -0.302 -4.880
C5 4.094 0.439 -4.025
O5 4.608 1.174 -3.149
O6 2.799 0.105 -4.139
C6 1.771 0.698 -3.294
H7 6.443 -0.518 -3.808
H8 6.479 0.806 -4.989
H9 6.718 -0.888 -5.530
H10 1.397 1.593 -3.791
H11 2.299 0.994 -2.388
H12 0.930 0.027 -3.120
C7 1.454 -1.754 1.338
O7 0.140 -1.169 1.034
C8 0.017 -0.091 0.274
O8 0.932 0.343 -0.410
O9 -1.238 0.432 0.413
C9 -1.573 1.653 -0.189
H13 1.315 -2.831 1.431
H14 1.854 -1.401 2.289
H15 2.176 -1.677 0.525
H16 -1.362 1.710 -1.257
H17 -1.117 2.519 0.293
H18 -2.642 1.809 -0.049
C10 2.459 -2.433 -2.395
O10 1.331 -2.947 -3.147
C11 0.587 -3.943 -2.620
O11 0.751 -4.376 -1.485
O12 -0.312 -4.310 -3.438
C12 -1.324 -5.192 -2.956
H19 2.801 -3.180 -1.678
H20 2.380 -1.461 -1.908
H21 3.303 -2.324 -3.076
H22 -1.952 -5.600 -3.748
H23 -1.904 -4.649 -2.209
H24 -0.870 -6.092 -2.542
C13 5.081 -2.079 3.342
O13 4.409 -0.953 2.827
C14 4.697 -0.652 1.510
O14 5.336 -1.336 0.706
O15 4.207 0.572 1.285
C15 4.152 0.980 -0.033
H25 5.016 -3.008 2.774
H26 4.632 -2.193 4.329
H27 6.121 -1.782 3.474
H28 5.064 0.847 -0.615
H29 3.831 2.017 0.067
H30 3.441 0.336 -0.550
C16 -6.063 -2.165 -3.334
O16 -4.742 -1.841 -2.943
C17 -3.735 -2.725 -3.275
O17 -3.887 -3.825 -3.854
O18 -2.521 -2.202 -2.919
C18 -2.298 -0.847 -2.558
H31 -6.505 -2.954 -2.725
H32 -6.021 -2.366 -4.405
H33 -6.710 -1.302 -3.176
H34 -2.723 -0.096 -3.224
H35 -1.228 -0.658 -2.472
H36 -2.695 -0.762 -1.546
C19 0.149 3.798 -2.664
C20 1.561 4.391 -2.898
C21 1.759 4.149 -4.380
O19 0.465 3.889 -4.896
C22 -0.542 4.236 -3.969
H37 -0.322 4.169 -1.754
H38 0.068 2.712 -2.710
H39 2.281 3.870 -2.267
H40 1.576 5.455 -2.662
H41 2.395 3.296 -4.618
H42 2.265 4.978 -4.873
H43 -1.560 3.882 -4.130
H44 -0.702 5.311 -4.049
C23 3.111 -6.095 0.479
C24 1.789 -6.181 1.186
C25 2.125 -5.802 2.709
O20 3.296 -4.981 2.652
C26 3.947 -5.159 1.380
H45 3.038 -5.659 -0.517
H46 3.550 -7.084 0.347
H47 1.356 -7.181 1.164
H48 1.020 -5.521 0.785
H49 2.429 -6.665 3.301
H50 1.275 -5.289 3.160
H51 4.965 -5.527 1.502
H52 3.924 -4.191 0.880
C27 1.009 4.686 2.971
C28 1.543 3.425 3.524
C29 1.340 2.359 2.438
O21 1.422 3.109 1.271
C30 1.074 4.494 1.454
H53 1.630 5.558 3.177
H54 -0.014 4.881 3.292
H55 1.056 3.158 4.462
H56 2.618 3.485 3.697
H57 0.409 1.799 2.531
H58 2.167 1.649 2.448
H59 0.096 4.764 1.056
H60 1.832 5.168 1.055
C31 -4.352 0.176 1.084
C32 -5.347 1.062 0.397
C33 -6.419 0.045 0.015
O22 -6.491 -0.933 1.094
C34 -5.300 -0.731 1.894
H61 -3.671 0.815 1.644
H62 -3.824 -0.506 0.417
H63 -4.967 1.566 -0.491
H64 -5.765 1.828 1.050
H65 -6.097 -0.448 -0.903
H66 -7.396 0.445 -0.254
H67 -4.858 -1.694 2.151
H68 -5.656 -0.214 2.785
C35 -4.673 5.167 2.209
C36 -4.734 5.840 0.848
C37 -3.588 5.147 0.156
O23 -2.614 4.937 1.167
C38 -3.303 4.579 2.382
H69 -5.451 4.428 2.401
H70 -4.736 5.937 2.979
H71 -4.623 6.918 0.969
H72 -5.684 5.655 0.347
H73 -3.231 5.658 -0.738
H74 -3.888 4.148 -0.162
H75 -2.674 4.928 3.201
H76 -3.410 3.498 2.464

Atom charges from the Löwdin analysis, given in e for atoms 1 to 2:
1. C 0.0028
2. O 0.0059

---

Density functional theory data (wB97M-V/def2-TZVPD) for a 12-piece molecular cluster, C38H81Cl22IN2O3P overall at a distorted geometry.

* charge: -1
* HOMO: -4.404 eV
* molar mass: 1551.921 g mol⁻¹
* HOMO-LUMO gap: 5.4 eV

Geometry (Å):
C1 -0.307 -2.701 -1.032
C2 -1.718 -3.369 -1.592
C3 -2.713 -2.137 -2.129
N1 -2.209 -1.779 -3.509
P1 -2.957 -0.290 -4.155
O1 -4.444 -0.343 -3.251
C4 -5.617 -0.574 -4.108
C5 -6.911 -0.927 -3.110
C6 -8.186 -1.581 -3.916
C7 -7.438 0.372 -2.256
C8 -8.706 -0.119 -1.286
C9 -8.025 1.606 -3.166
O2 -3.479 1.018 -5.192
C10 -2.377 2.020 -5.006
C11 -2.095 2.159 -3.363
C12 -0.468 2.273 -3.016
C13 0.076 3.821 -2.947
C14 1.353 3.808 -1.869
I1 0.672 4.257 0.208
N2 -2.994 3.324 -3.018
C15 -3.397 3.351 -1.560
C16 -5.043 3.607 -1.545
O3 -2.405 0.806 -2.875
H1 -0.116 -1.609 -1.411
H2 0.651 -3.331 -1.359
H3 -0.288 -2.696 0.146
H4 -2.231 -4.054 -0.791
H5 -1.414 -3.959 -2.584
H6 -3.804 -2.611 -2.120
H7 -2.610 -1.288 -1.327
H8 -1.148 -1.734 -3.537
H9 -3.404 -1.164 -5.246
H10 -1.700 -0.181 -4.896
H11 -5.527 -1.492 -4.834
H12 -5.965 0.376 -4.724
H13 -6.494 -1.709 -2.336
H14 -8.618 -2.437 -3.204
H15 -9.084 -0.815 -4.059
H16 -7.914 -2.106 -4.926
H17 -6.580 0.707 -1.521
H18 -9.690 -0.089 -1.932
H19 -8.864 0.659 -0.411
H20 -8.528 -1.196 -0.865
H21 -8.100 2.553 -2.447
H22 -7.341 1.931 -4.060
H23 -9.115 1.311 -3.547
H24 -2.883 2.970 -5.522
H25 -1.398 1.889 -5.634
H26 0.183 1.574 -3.715
H27 -0.352 1.817 -1.920
H28 -0.707 4.595 -2.540
H29 0.545 4.098 -3.984
H30 2.236 4.502 -2.200
H31 1.763 2.691 -1.827
H32 -3.868 3.324 -3.602
H33 -2.899 4.301 -1.039
H34 -3.064 2.421 -0.933
H35 -5.314 4.452 -2.343
H36 -5.662 2.662 -1.864
H37 -5.367 4.030 -0.502
Cl1 -5.565 -4.238 -5.904
C17 -4.193 -5.063 -5.124
C18 -2.872 -4.758 -5.813
Cl2 -2.775 -5.489 -7.435
H38 -4.403 -6.137 -5.113
H39 -4.161 -4.712 -4.088
H40 -2.044 -5.171 -5.229
H41 -2.710 -3.680 -5.916
Cl3 -3.302 -4.187 2.081
C19 -2.443 -3.818 3.596
C20 -1.174 -3.015 3.356
Cl4 0.081 -3.971 2.528
H42 -2.231 -4.763 4.106
H43 -3.134 -3.243 4.220
H44 -0.749 -2.696 4.312
H45 -1.370 -2.121 2.756
Cl5 -2.035 -8.673 -5.718
C21 -3.233 -9.130 -6.953
C22 -4.136 -10.261 -6.487
Cl6 -3.259 -11.805 -6.337
H46 -2.694 -9.396 -7.868
H47 -3.832 -8.238 -7.159
H48 -4.937 -10.421 -7.214
H49 -4.596 -10.036 -5.519
Cl7 2.308 -0.473 -0.201
C23 2.092 0.508 1.269
C24 1.058 -0.089 2.211
Cl8 -0.592 0.004 1.546
H50 1.819 1.523 0.963
H51 3.065 0.553 1.766
H52 1.051 0.465 3.155
H53 1.276 -1.138 2.435
Cl9 6.508 1.314 1.547
C25 6.292 2.295 3.017
C26 5.258 1.698 3.959
Cl10 3.608 1.791 3.294
H54 6.019 3.310 2.711
H55 7.265 2.340 3.514
H56 5.251 2.252 4.902
H57 5.476 0.649 4.183
Cl11 6.135 1.868 7.024
C27 7.507 1.044 7.805
C28 8.828 1.348 7.116
Cl12 8.925 0.617 5.494
H58 7.297 -0.030 7.815
H59 7.539 1.394 8.841
H60 9.656 0.935 7.699
H61 8.990 2.426 7.013
Cl13 8.235 1.546 10.835
C29 9.607 0.721 11.616
C30 10.928 1.026 10.927
Cl14 11.025 0.295 9.305
H62 9.397 -0.353 11.626
H63 9.639 1.072 12.652
H64 11.756 0.613 11.510
H65 11.090 2.104 10.824
Cl15 11.980 3.882 6.267
C31 11.749 5.089 7.555
C32 11.779 4.464 8.941
Cl16 10.359 3.431 9.244
H66 10.804 5.609 7.368
H67 12.562 5.815 7.458
H68 11.768 5.248 9.703
H69 12.678 3.858 9.090
Cl17 -5.482 2.786 1.982
C33 -4.925 4.337 2.659
C34 -3.439 4.322 2.982
Cl18 -3.059 3.247 4.350
H70 -5.528 4.557 3.545
H71 -5.134 5.103 1.907
H72 -3.111 5.326 3.267
H73 -2.843 4.001 2.122
Cl19 1.565 6.409 -6.591
C35 0.367 5.952 -7.827
C36 -0.536 4.821 -7.360
Cl20 0.341 3.278 -7.211
H74 0.906 5.686 -8.741
H75 -0.232 6.845 -8.032
H76 -1.337 4.661 -8.087
H77 -0.996 5.046 -6.392
Cl21 3.488 -3.114 2.409
C37 4.152 -4.619 1.727
C38 3.667 -5.851 2.474
Cl22 4.339 -5.949 4.121
H78 5.244 -4.545 1.740
H79 3.826 -4.665 0.684
H80 3.987 -6.756 1.948
H81 2.575 -5.872 2.552

Atom charges from the Löwdin analysis, given in e for atoms 1 to 2:
1. C -0.1844
2. C -0.2326

---

Density functional theory data (wB97M-V/def2-TZVPD) for a 11-piece molecular cluster, C38H83F2N2O14P overall at a distorted geometry.

* structure (SMILES): CC[C@@H](F)c1c(C[C@@H](C)F)c(N(C)C(C)=O)c(P(C)O)c2c1C(=O)NC2=O.CCO.CCO.CCO.CCO.CCO.CCO.CCO.CCO.CCO.CCO
* charge: 0
* HOMO: -7.743 eV
* molar mass: 861.052 g mol⁻¹
* HOMO-LUMO gap: 7.0 eV

Geometry (Å):
C1 7.488 2.269 2.945
C2 5.872 2.406 3.099
C3 5.232 1.416 2.021
F1 5.900 0.127 2.207
C4 3.675 1.136 2.213
C5 2.597 1.422 1.101
C6 3.114 2.069 -0.258
C7 3.656 3.568 0.104
C8 3.271 4.572 -1.078
F2 2.988 4.027 1.320
C9 1.101 1.096 1.298
N1 0.027 1.317 0.316
C10 -0.107 2.749 -0.099
C11 0.091 0.389 -0.829
C12 -0.775 -0.978 -0.740
O1 0.725 0.572 -1.900
C13 0.663 0.502 2.686
P1 -1.169 0.114 2.953
C14 -1.235 -1.785 3.061
O2 -1.649 0.855 4.426
C15 1.666 0.244 3.830
C16 3.157 0.555 3.540
C17 3.887 0.160 4.895
O3 5.079 -0.089 5.167
N2 2.796 0.086 5.901
C18 1.488 -0.297 5.312
O4 0.518 -0.891 5.861
H1 7.786 1.938 1.884
H2 7.889 1.456 3.648
H3 8.031 3.253 3.142
H4 5.585 3.480 2.846
H5 5.527 2.135 4.149
H6 5.515 1.738 0.954
H7 2.309 2.228 -1.045
H8 4.008 1.490 -0.689
H9 4.792 3.599 0.237
H10 2.320 4.263 -1.625
H11 4.135 4.662 -1.829
H12 3.119 5.626 -0.662
H13 -1.243 2.970 -0.131
H14 0.308 3.426 0.726
H15 0.288 2.987 -1.140
H16 -0.338 -1.603 0.107
H17 -0.783 -1.524 -1.752
H18 -1.849 -0.654 -0.468
H19 -0.738 -2.237 2.123
H20 -0.643 -2.189 3.956
H21 -2.312 -2.140 3.153
H22 -2.619 0.684 4.484
H23 3.059 -0.495 6.723
C19 5.679 4.256 -5.770
C20 5.939 3.706 -4.381
O5 4.715 3.569 -3.670
H24 5.182 5.228 -5.710
H25 6.613 4.371 -6.325
H26 5.015 3.592 -6.331
H27 6.585 4.382 -3.817
H28 6.426 2.727 -4.434
H29 4.151 2.961 -4.171
C21 -5.368 1.919 0.311
C22 -5.013 1.148 1.567
O6 -4.164 0.053 1.249
H30 -5.868 1.270 -0.409
H31 -6.026 2.761 0.542
H32 -4.466 2.301 -0.176
H33 -5.915 0.750 2.039
H34 -4.500 1.792 2.290
H35 -3.364 0.413 0.841
C23 0.333 1.747 8.321
C24 0.590 3.221 8.079
O7 0.966 3.862 9.293
H36 -0.458 1.613 9.064
H37 0.040 1.243 7.398
H38 1.228 1.257 8.718
H39 -0.311 3.710 7.704
H40 1.390 3.362 7.345
H41 1.769 3.431 9.613
C25 -9.021 -0.164 -2.639
C26 -8.501 0.636 -1.460
O8 -7.560 1.608 -1.902
H42 -8.198 -0.663 -3.156
H43 -9.741 -0.918 -2.312
H44 -9.505 0.492 -3.368
H45 -8.000 -0.019 -0.745
H46 -9.320 1.148 -0.945
H47 -8.012 2.189 -2.527
C27 -0.610 -3.898 -5.223
C28 -1.211 -4.213 -3.867
O9 -2.331 -3.368 -3.618
H48 -0.295 -2.852 -5.270
H49 0.254 -4.536 -5.425
H50 -1.349 -4.044 -6.017
H51 -0.478 -4.045 -3.077
H52 -1.539 -5.254 -3.818
H53 -2.979 -3.528 -4.317
C29 0.028 -7.717 -0.047
C30 0.386 -6.780 -1.184
O10 -0.775 -6.451 -1.937
H54 -0.426 -8.634 -0.432
H55 0.914 -7.979 0.536
H56 -0.706 -7.254 0.618
H57 1.102 -7.254 -1.857
H58 0.830 -5.855 -0.802
H59 -1.401 -6.023 -1.337
C31 -3.549 -6.616 3.187
C32 -2.046 -6.453 3.300
O11 -1.728 -5.148 3.768
H60 -3.965 -5.871 2.504
H61 -3.807 -7.613 2.822
H62 -4.029 -6.462 4.158
H63 -1.573 -6.585 2.326
H64 -1.623 -7.188 3.992
H65 -2.141 -5.038 4.634
C33 0.922 9.050 -1.941
C34 2.025 8.288 -1.234
O12 2.267 7.049 -1.891
H66 0.001 8.461 -1.959
H67 0.723 10.002 -1.442
H68 1.194 9.248 -2.982
H69 1.740 8.073 -0.202
H70 2.954 8.867 -1.222
H71 2.527 7.246 -2.800
C35 0.546 2.260 -5.728
C36 1.675 1.248 -5.724
O13 2.453 1.385 -4.541
H72 0.943 3.277 -5.669
H73 -0.056 2.168 -6.635
H74 -0.102 2.119 -4.859
H75 2.333 1.405 -6.581
H76 1.284 0.227 -5.771
H77 1.865 1.236 -3.785
C37 -4.085 -7.647 -3.785
C38 -3.862 -8.252 -2.414
O14 -5.106 -8.414 -1.741
H78 -4.582 -6.677 -3.700
H79 -3.136 -7.511 -4.311
H80 -4.734 -8.287 -4.390
H81 -3.232 -7.600 -1.807
H82 -3.374 -9.229 -2.491
H83 -5.655 -8.999 -2.280

Atom charges from the Löwdin analysis, given in e for atoms 1 to 2:
1. C -0.1062
2. C -0.1569

---

Question: HOMO of number 2 (C38H81Cl22IN2O3P)?
Answer: -4.404 eV

---

Question: Which of these has the highest HOMO?
Answer: C38H81Cl22IN2O3P

---

Question: Look up the charge of the third one.
Answer: 0